Below is a structure of composition C23H25N5O3V, with properties calculated with the ωB97M-V functional and the def2-TZVPD basis.

Last column: Mulliken spin population.
Element x y z (Å)
V -0.5951 -1.0242 -0.9199  0.955
O -0.1653 -0.5099 1.5438  0.010
C 1.2213 -0.3448 1.7233  -0.022
C 2.0286 -0.5466 0.3860  0.000
O 3.2110 -0.2281 0.3916  -0.001
O 1.3905 -1.0658 -0.5914  0.009
C 1.6895 -1.4408 2.6710  0.005
C 3.0150 -1.4749 3.1080  0.000
C 3.4488 -2.4756 3.9612  0.000
C 2.5688 -3.4657 4.3857  0.000
C 1.2572 -3.4442 3.9403  0.000
C 0.8164 -2.4374 3.0873  -0.001
C 1.4806 1.0654 2.2549  0.001
C 1.6943 1.3559 3.5947  0.000
C 1.8280 2.6734 4.0223  0.000
C 1.7415 3.7160 3.1152  0.000
C 1.5119 3.4339 1.7722  0.001
C 1.3849 2.1230 1.3503  -0.002
H -0.5795 0.1938 0.9483  -0.014
H 3.6977 -0.7173 2.7465  0.000
H 4.4814 -2.4895 4.2914  0.000
H 2.9100 -4.2524 5.0489  0.000
H 0.5667 -4.2207 4.2479  0.000
H -0.2022 -2.4214 2.7257  0.000
H 1.7565 0.5507 4.3155  0.000
H 1.9963 2.8812 5.0732  0.000
H 1.8448 4.7423 3.4484  0.000
H 1.4263 4.2402 1.0536  0.000
H 1.1832 1.9003 0.3081  0.001
N -2.8338 -3.3298 -0.1632  0.033
C -2.0758 -2.5023 -0.4602  -0.045
N -2.6247 -2.3825 -5.6758  0.000
C -1.5640 -1.8013 -4.9249  0.013
C -1.5677 -1.8983 -3.5622  0.037
N -0.5509 -1.3262 -2.7603  0.058
C 0.4869 -0.8011 -3.5591  0.018
C 0.4225 -0.7656 -4.9128  0.014
N -0.6086 -1.2183 -5.6826  0.046
H -3.5041 -2.3171 -5.1820  0.000
H -2.6822 -1.8928 -6.5592  0.002
H -2.3525 -2.4274 -3.0403  -0.005
H 1.3522 -0.4264 -3.0288  0.000
H 1.2661 -0.3352 -5.4489  0.003
C -3.4065 1.6879 -0.5023  -0.007
C -2.0415 1.6154 -1.2029  0.019
C -1.3011 2.9418 -0.9822  -0.010
C -2.2574 1.4059 -2.7075  -0.008
N -1.2907 0.5278 -0.6368  -0.117
H -4.0218 2.4991 -0.9081  0.000
H -3.2663 1.8499 0.5694  0.001
H -3.9278 0.7387 -0.6364  0.001
H -1.8773 3.7843 -1.3816  0.000
H -0.3326 2.9136 -1.4882  0.002
H -1.1295 3.1090 0.0839  0.002
H -2.8227 2.2401 -3.1429  0.000
H -2.7986 0.4757 -2.8857  0.000
H -1.2988 1.3184 -3.2218  0.002

For the LUMO energy (spin up / spin down), the calculation gives 4.5822 / 4.5825 eV. As for the spin multiplicity: 2. The gap between HOMO and LUMO (spin up / spin down) comes out at 3.66 / 3.57 eV. The total charge is -2.



Below is a structure of composition C3H7NO at a distorted geometry, with properties calculated with the ωB97M-V functional and the def2-TZVPD basis.

Last column: Löwdin charge in e.
Element x y z (Å)
C 1.3456 -0.0920 0.0600  -0.430
C -1.4391 -0.1898 -0.3094  -0.144
C -0.3451 -0.8842 0.5838  -0.085
N 1.3195 1.2498 -0.1015  0.137
O 2.2976 -0.8208 -0.0656  0.030
H -1.1378 0.8764 -0.6453  0.064
H -1.6823 -0.9129 -1.1860  0.094
H -2.2572 -0.1388 0.4811  0.073
H -0.1230 -1.9072 0.3274  0.071
H -0.3888 -0.6448 1.5774  0.031
H 0.4515 1.7565 -0.0486  0.076
H 1.9590 1.7079 -0.6732  0.082

For the LUMO energy, the calculation gives 0.8398 eV. The gap between HOMO and LUMO comes out at 9.72 eV. The total charge is 0.



Below is the molecule C5H6O, with properties calculated with the ωB97M-V functional and the def2-TZVPD basis.

Last column: Löwdin charge in e.
Element x y z (Å)
C 0.9419 0.0791 -1.4256  -0.012
C 0.1471 0.8769 -0.4141  -0.450
O 0.4993 1.9726 -0.0472  0.089
C -1.1000 0.2192 0.1931  -0.139
C -0.6516 -0.5820 1.3342  -0.138
C -0.1762 -1.1711 2.2699  0.121
H 1.3002 0.7572 -2.2039  0.087
H 0.3668 -0.7364 -1.8715  0.078
H 1.8186 -0.3488 -0.9272  0.094
H -1.6217 -0.4032 -0.5431  0.117
H -1.7739 1.0136 0.5278  0.125
H 0.2496 -1.6771 3.1076  0.028

For the LUMO energy, the calculation gives 0.9081 eV. The gap between HOMO and LUMO comes out at 10.57 eV. The total charge is 0. As for the SMILES: C#CCC(C)=O.



Below is a structure of composition C19H42AuOSb2, with properties calculated with the ωB97M-V functional and the def2-TZVPD basis.

Last column: Löwdin charge in e.
Element x y z (Å)
Au 1.8847 -0.4615 -0.2015  0.364
C 2.0728 -4.5801 -0.3613  -0.157
C 0.7283 -4.2138 -0.9846  -0.552
C -0.2844 -5.3456 -0.8440  -0.126
Sb 0.0790 -2.3123 -0.2097  1.425
C -0.7225 -2.4960 1.7790  -0.555
C 0.4199 -2.5760 2.7885  -0.155
C -1.7192 -3.6345 1.9720  -0.126
C -1.5233 -1.6153 -1.4603  -0.566
C -2.6327 -2.6284 -1.7199  -0.128
C -0.9318 -1.0866 -2.7647  -0.159
H 2.4584 -5.4901 -0.8263  0.086
H 1.9729 -4.7800 0.7079  0.070
H 2.8178 -3.7945 -0.4913  0.051
H 0.8767 -3.9872 -2.0448  0.084
H -0.4039 -5.6413 0.1980  0.065
H 0.0777 -6.2217 -1.3871  0.088
H -1.2675 -5.0947 -1.2397  0.057
H -1.2414 -1.5389 1.8969  0.081
H 0.9875 -3.5016 2.6721  0.072
H 0.0181 -2.5658 3.8042  0.088
H 1.1177 -1.7418 2.6959  0.038
H -1.2234 -4.6037 1.9296  0.067
H -2.5218 -3.6311 1.2363  0.058
H -2.1782 -3.5506 2.9599  0.087
H -1.9212 -0.7760 -0.8828  0.054
H -2.2767 -3.4511 -2.3420  0.072
H -3.4487 -2.1462 -2.2635  0.087
H -3.0512 -3.0468 -0.8058  0.058
H -0.4601 -1.8860 -3.3414  0.078
H -0.1866 -0.3066 -2.5918  0.026
H -1.7220 -0.6622 -3.3889  0.087
O 4.9141 0.4022 -0.2241  0.159
C 3.8276 0.1234 -0.2136  -0.195
C -2.5771 2.0989 0.3893  -0.153
C -1.5359 2.9564 -0.3285  -0.552
C -1.6750 4.4222 0.0639  -0.126
Sb 0.4305 2.0844 -0.0558  1.472
C 1.1912 2.6896 1.8802  -0.574
C 0.7313 1.6775 2.9295  -0.164
C 0.9299 4.1175 2.3425  -0.130
C 1.7104 3.1810 -1.4127  -0.584
C 1.4835 4.6825 -1.5323  -0.138
C 1.6442 2.5058 -2.7831  -0.173
H -3.5822 2.4698 0.1741  0.086
H -2.4426 2.1408 1.4732  0.073
H -2.5383 1.0518 0.0862  0.039
H -1.6794 2.8577 -1.4091  0.082
H -1.6237 4.5491 1.1436  0.062
H -2.6557 4.7841 -0.2564  0.089
H -0.9211 5.0636 -0.3886  0.053
H 2.2692 2.5624 1.7251  0.074
H -0.3491 1.7341 3.0870  0.072
H 1.2096 1.8788 3.8912  0.085
H 0.9723 0.6495 2.6455  0.027
H -0.1205 4.2651 2.5918  0.065
H 1.2104 4.8650 1.5996  0.060
H 1.5048 4.3203 3.2498  0.085
H 2.7029 3.0028 -0.9822  0.072
H 0.5283 4.8979 -2.0168  0.074
H 2.2645 5.1256 -2.1556  0.085
H 1.5009 5.1937 -0.5693  0.057
H 0.6450 2.5921 -3.2193  0.075
H 1.8938 1.4423 -2.7356  0.038
H 2.3410 2.9801 -3.4785  0.083

For the LUMO energy, the calculation gives -3.2314 eV. The gap between HOMO and LUMO comes out at 7.57 eV. The total charge is +1.



Below is the molecule C2H4N2O3 at a distorted geometry, with properties calculated with the ωB97M-V functional and the def2-TZVPD basis.

Last column: Löwdin charge in e.
Element x y z (Å)
C 0.5852 0.3771 0.0686  -0.071
C -0.6521 0.0955 -0.6644  -0.082
N 1.6955 -0.4488 -0.1679  -0.026
N -1.8614 0.2135 0.2690  -0.469
O -2.0872 1.2250 0.7803  0.114
O -2.5481 -0.7632 0.3429  0.077
O 2.7791 -0.3911 0.6501  -0.043
H 0.5947 1.0759 0.8310  0.089
H -0.9004 0.8436 -1.5417  0.171
H -0.7624 -0.9871 -0.9773  0.143
H 3.1570 -1.2404 0.4094  0.096

For the LUMO energy, the calculation gives 0.1893 eV. The gap between HOMO and LUMO comes out at 10.19 eV. The total charge is 0. As for the SMILES: O=[N+]([O-])C/C=N/O.



Below is the ion C5H6NO2 with charge -1 at a distorted geometry, with properties calculated with the ωB97M-V functional and the def2-TZVPD basis.

Last column: Löwdin charge in e.
Element x y z (Å)
C 0.5558 0.1115 -1.0651  -0.284
C -0.2476 -2.0299 0.1679  -0.792
C 0.7990 1.4487 -1.1841  -0.041
C 0.6135 0.9437 0.2018  -0.350
C -0.6097 1.0916 1.0541  -0.101
N 0.2539 -1.1415 -0.9697  0.101
O 0.4936 -2.9682 0.4656  -0.037
O -1.3896 -1.7771 0.3698  0.002
H 0.6233 2.2349 -1.9075  0.038
H 1.4958 0.7439 0.8160  0.103
H -1.3179 1.7637 0.5416  0.073
H -0.3996 1.3769 2.0825  0.049
H -1.0464 0.0496 1.2283  0.068
H 0.1759 -1.8479 -1.8011  0.169

For the LUMO energy, the calculation gives 4.2128 eV. The gap between HOMO and LUMO comes out at 7.64 eV. The total charge is -1. As for the SMILES: C[C@@H]1C=C1NC(=O)[O-].